Record 1
Entry from the OMol25 dataset: a 8-piece molecular cluster, H16O8 overall (ωB97M-V with the def2-TZVPD basis set).

Calculated values
Energy relative to the best compared isomer or geometry (same formula, charge and spin) (kJ/mol): 187.0
LUMO level (eV): -0.091
Frontier orbital gap (eV): 10.7
Electronic energy (Eh): -611.51140

Geometry as XYZ:
```
24
Properties=species:S:1:pos:R:3:nbo_charge:R:1
O -0.4528 -0.1373 0.3932 -1.0048
H 0.1630 -0.8701 0.5698 0.5023
H 0.0458 0.5174 -0.1179 0.4967
O 1.6206 -2.0165 1.2152 -0.9666
H 1.7376 -2.8157 1.7460 0.5018
H 2.5087 -1.6972 1.0225 0.4746
O -1.2238 -0.3676 -2.6329 -0.9571
H -1.1326 -1.1913 -3.1241 0.4725
H -1.5154 -0.6281 -1.7469 0.4841
O -0.0525 3.6017 1.4104 -0.9468
H 0.6859 3.8695 1.9664 0.4630
H 0.2361 2.7746 0.9949 0.4809
O -0.5533 -4.0413 1.7228 -0.9514
H -1.3574 -4.0698 2.2542 0.4787
H -0.7524 -3.4171 1.0152 0.4735
O -2.8048 -0.3074 2.1173 -0.9675
H -3.4496 0.2066 1.6215 0.4634
H -1.9790 -0.2219 1.6100 0.4941
O 1.5385 1.8586 -0.5273 -0.9719
H 1.8814 2.4178 -1.2384 0.4982
H 2.3132 1.4031 -0.1755 0.4822
O 1.0813 1.4848 -3.5821 -0.9501
H 0.6481 1.2549 -2.7483 0.4851
H 0.8134 2.3923 -3.7661 0.4650
```

Record 2
Entry from the OMol25 dataset: a 8-piece molecular cluster, H16O8 overall (ωB97M-V with the def2-TZVPD basis set).

Calculated values
Energy relative to the best compared isomer or geometry (same formula, charge and spin) (kJ/mol): 200.5
LUMO level (eV): -0.188
Frontier orbital gap (eV): 10.4
Electronic energy (Eh): -611.50624

Geometry as XYZ:
```
24
Properties=species:S:1:pos:R:3:nbo_charge:R:1
O 2.0530 0.7769 -1.4078 -0.9684
H 1.9060 1.2269 -2.2490 0.4947
H 2.8023 1.2384 -1.0041 0.4821
O -4.0767 -1.1019 -0.6253 -0.9316
H -4.7580 -1.7013 -0.3013 0.4615
H -3.3702 -1.1446 0.0338 0.4676
O -0.5841 3.0766 0.9317 -0.9485
H -1.2261 2.5288 1.3907 0.4650
H -0.1747 2.4728 0.2997 0.4812
O -1.2379 0.1624 -2.9408 -0.9648
H -0.9157 0.2140 -2.0216 0.4927
H -1.3810 1.0769 -3.2036 0.4585
O 2.8371 0.3598 1.9457 -0.9732
H 2.0494 0.3022 2.4958 0.4659
H 2.8415 -0.4594 1.4050 0.4827
O 3.0580 -1.7035 0.0144 -0.9518
H 4.0116 -1.6997 0.1732 0.4759
H 2.8976 -0.9379 -0.5624 0.4952
O -0.4886 0.3626 -0.1511 -0.9909
H -0.9442 -0.3323 0.3722 0.4981
H 0.4408 0.3098 0.1139 0.4884
O -1.8997 -1.6067 1.3766 -0.9621
H -1.2071 -1.9891 1.9317 0.4939
H -2.6334 -1.4318 1.9826 0.4877
```

Record 3
Entry from the OMol25 dataset: a 8-piece molecular cluster, H16O8 overall (ωB97M-V with the def2-TZVPD basis set).

Calculated values
Energy relative to the best compared isomer or geometry (same formula, charge and spin) (kJ/mol): 278.4
LUMO level (eV): 0.014
Frontier orbital gap (eV): 11.3
Electronic energy (Eh): -611.47658

Geometry as XYZ:
```
24
Properties=species:S:1:pos:R:3:nbo_charge:R:1
O -1.6635 3.1276 -1.9974 -0.9418
H -1.3341 3.8476 -2.5354 0.4722
H -2.0921 3.5576 -1.2574 0.4699
O -1.4689 0.6994 7.1291 -0.9351
H -2.0735 1.3503 7.4855 0.4647
H -1.7050 0.6339 6.2038 0.4703
O 2.5097 -3.8675 -2.5834 -0.9373
H 1.9283 -4.2332 -3.2501 0.4671
H 1.9839 -3.1963 -2.1484 0.4703
O 4.3178 -2.2228 2.0089 -0.9374
H 4.7285 -2.7646 1.3351 0.4667
H 3.4663 -1.9867 1.6409 0.4704
O 0.1636 -0.5430 0.3211 -0.9450
H -0.5169 -0.6705 0.9821 0.4743
H -0.1976 0.1166 -0.2711 0.4708
O -3.3761 -0.0262 3.0665 -0.9398
H -3.5841 0.8728 2.8120 0.4677
H -4.1162 -0.5430 2.7481 0.4723
O 4.6105 2.4756 -2.4433 -0.9340
H 5.3420 1.9000 -2.6667 0.4683
H 3.8432 2.0464 -2.8218 0.4657
O -3.9577 -0.2614 -4.4791 -0.9364
H -3.4585 -0.6885 -5.1752 0.4663
H -3.3497 0.3758 -4.1040 0.4700
```

Record 4
Entry from the OMol25 dataset: a 8-piece molecular cluster, H16O8 overall in a non-equilibrium geometry (ωB97M-V with the def2-TZVPD basis set).

Calculated values
Energy relative to the best compared isomer or geometry (same formula, charge and spin) (kJ/mol): 495.2
LUMO level (eV): -0.047
Frontier orbital gap (eV): 9.1
Electronic energy (Eh): -611.39400

Geometry as XYZ:
```
24
Properties=species:S:1:pos:R:3:nbo_charge:R:1
H -0.8185 2.7104 1.5707 0.4730
H -0.5772 1.8979 0.2144 0.4786
H -1.5561 0.4427 -3.3814 0.4639
H -0.2723 1.0854 -2.9112 0.4669
H -1.7908 -2.2754 1.3574 0.4525
H -2.6221 -2.9266 0.2132 0.4738
H 2.7375 4.2583 1.0404 0.4629
H 1.5247 3.9108 0.2592 0.4604
H 2.8439 -0.3565 -1.4279 0.4830
H 2.7478 -1.6577 -2.3035 0.4630
H -4.1588 -1.2263 1.3628 0.4642
H -2.9489 -0.4127 1.3888 0.4623
H -0.0991 -0.5576 -1.0212 0.4754
H 0.9694 -1.1440 0.0279 0.4754
H 1.2824 -0.2445 1.9687 0.5012
H 1.0848 -1.8259 1.6830 0.4641
O -0.4366 1.9259 1.2152 -0.9513
O -0.5894 0.2915 -3.3474 -0.9290
O -2.5149 -2.8658 1.2188 -0.9235
O 1.9392 3.7106 1.1500 -0.9236
O 2.8010 -0.7067 -2.3718 -0.9464
O -3.4191 -1.0979 0.8679 -0.9288
O 0.7055 -0.3818 -0.6036 -0.9708
O 1.7210 -1.0854 1.8658 -0.9471
```

Question: The highest frontier orbital gap belongs to which entry?
Answer: number 3